Entry 1:
Molecular formula: C32H36BN3O2SY
Method: DFT, ωB97M-V/def2-TZVPD

Structure (XYZ):
```
76
C32H36BN3O2SY | the Open Molecules 2025 dataset | ωB97M-V/def2-TZVPD
Y -1.07 -0.54 0.15
C -3.25 -2.20 1.82
C -2.23 -3.13 1.63
C -1.11 -3.11 2.46
C -1.00 -2.15 3.46
C -2.00 -1.20 3.63
C -3.13 -1.24 2.83
H -4.15 -2.27 1.23
H -2.34 -3.90 0.89
H -0.33 -3.85 2.34
H -0.14 -2.15 4.12
H -1.92 -0.45 4.41
H -3.94 -0.55 3.02
C 2.33 -3.45 -1.86
C 1.07 -3.16 -1.31
N 0.44 -2.02 -1.48
C 1.04 -1.06 -2.24
C 2.32 -1.24 -2.81
C 2.95 -2.48 -2.61
C 2.93 -0.19 -3.54
C 2.26 1.00 -3.68
C 0.97 1.17 -3.16
C 0.32 0.17 -2.47
N -0.95 0.23 -1.93
C -2.01 0.84 -2.55
C -2.03 1.26 -3.88
C -3.15 1.85 -4.46
C -4.30 2.04 -3.74
C -4.38 1.55 -2.42
C -5.58 1.58 -1.68
C -5.62 1.03 -0.43
C -4.46 0.45 0.08
N -3.31 0.40 -0.56
C -3.24 0.95 -1.82
H 2.78 -4.41 -1.69
H 0.56 -3.90 -0.70
H 3.93 -2.66 -3.05
H 3.91 -0.34 -3.96
H 2.73 1.82 -4.21
H 0.46 2.12 -3.31
H -1.15 1.08 -4.48
H -3.10 2.17 -5.49
H -5.16 2.52 -4.18
H -6.46 2.04 -2.11
H -6.53 1.01 0.15
H -4.47 0.01 1.07
C 0.46 3.37 -0.15
S -0.85 2.69 0.90
C -1.88 4.16 1.08
H 1.00 4.13 0.40
H 0.02 3.78 -1.05
H 1.13 2.54 -0.40
H -2.15 4.55 0.10
H -1.34 4.91 1.65
H -2.78 3.87 1.62
C 4.02 0.04 0.41
C 3.09 0.21 1.61
C 3.57 1.36 2.48
O 1.79 0.56 1.07
B 0.88 -0.46 1.26
O 1.48 -1.51 1.94
C 2.81 -1.13 2.39
C 3.76 -2.27 2.06
C 2.71 -0.96 3.90
H 4.08 0.99 -0.11
H 3.62 -0.70 -0.28
H 5.02 -0.25 0.72
H 3.77 2.22 1.86
H 4.48 1.08 3.01
H 2.81 1.64 3.21
H 3.74 -2.51 1.00
H 3.46 -3.16 2.62
H 4.78 -2.01 2.35
H 1.94 -0.23 4.16
H 3.66 -0.64 4.33
H 2.44 -1.92 4.35
```

## Properties
HOMO energy, eV: -9.6
ΔE to the lowest compared entry with this formula, charge and spin, kJ/mol: 163.34
Kohn-Sham gap, eV: 7.02
Strongest force on any atom, hartree/bohr: 0.084
Lowest unoccupied orbital energy, eV: -2.6
Net charge: +1

=====

Entry 2:
Molecular formula: C32H36N8O2SZr
Method: DFT, ωB97M-V/def2-TZVPD

Structure (XYZ):
```
80
C32H36N8O2SZr | the Open Molecules 2025 dataset | ωB97M-V/def2-TZVPD
Zr 0.78 0.81 -0.57
C 1.91 2.89 1.36
N 1.55 1.45 1.54
C 2.74 0.79 2.17
C 2.87 -0.72 2.03
C 3.14 -1.21 0.61
N 1.93 -1.22 -0.21
C 1.57 -2.38 -0.65
C 0.43 -2.69 -1.49
C 0.15 -4.04 -1.77
C -0.92 -4.38 -2.57
C -1.73 -3.38 -3.10
C -1.48 -2.05 -2.85
C -0.41 -1.71 -2.04
O -0.14 -0.41 -1.78
C 0.35 1.40 2.44
C -0.33 0.02 2.44
C -2.69 -0.50 1.42
N -2.84 0.29 0.22
C -2.06 1.23 -0.07
C -2.23 2.13 -1.21
C -3.48 2.37 -1.78
C -3.61 3.28 -2.81
C -2.50 3.97 -3.27
C -1.24 3.75 -2.73
C -1.12 2.83 -1.70
O 0.11 2.55 -1.16
H 2.27 3.30 2.31
H 1.05 3.46 1.03
H 2.71 2.97 0.62
H 2.74 1.06 3.22
H 3.62 1.24 1.72
H 2.02 -1.26 2.45
H 3.74 -1.00 2.64
H 3.58 -2.21 0.64
H 3.87 -0.54 0.13
H 2.18 -3.24 -0.39
H 0.79 -4.81 -1.35
H -1.13 -5.42 -2.78
H -2.58 -3.65 -3.72
H -2.11 -1.26 -3.25
H -0.34 2.17 2.12
H 0.67 1.69 3.44
H 0.12 -0.60 3.21
H -0.12 -0.52 1.50
H -3.70 -0.63 1.83
H -1.74 -1.84 0.11
H -1.21 1.52 0.59
H -4.34 1.84 -1.38
H -4.58 3.47 -3.24
H -2.61 4.69 -4.07
H -0.37 4.28 -3.08
N -2.54 1.57 4.53
C -2.94 2.88 4.64
C -2.99 3.36 3.36
N -2.62 2.37 2.48
C -2.36 1.31 3.21
C -1.86 -0.01 2.69
N -2.20 -1.80 1.00
C -1.82 -2.69 2.00
C -1.85 -2.35 3.29
N -2.08 -1.02 3.72
H -2.35 0.94 5.29
H -3.17 3.33 5.59
H -3.27 4.34 3.03
H -1.57 -3.69 1.68
H -1.69 -3.09 4.07
H -2.99 -0.92 4.15
S 2.86 1.40 -1.98
C 3.31 -0.08 -2.77
N 2.39 -0.72 -3.53
C 2.62 -1.85 -4.23
C 3.87 -2.41 -4.19
C 4.86 -1.79 -3.43
C 4.58 -0.64 -2.72
H 1.46 -0.30 -3.57
H 1.79 -2.24 -4.79
H 4.07 -3.31 -4.75
H 5.86 -2.21 -3.40
H 5.34 -0.14 -2.14
```

## Properties
HOMO energy, eV: -12.7
ΔE to the lowest compared entry with this formula, charge and spin, kJ/mol: 48.27
Kohn-Sham gap, eV: 6.40
Strongest force on any atom, hartree/bohr: 0.020
Lowest unoccupied orbital energy, eV: -6.3
Net charge: +2

=====

Entry 3:
Molecular formula: C32H36N9OPd
Method: DFT, ωB97M-V/def2-TZVPD

Structure (XYZ):
```
79
C32H36N9OPd | the Open Molecules 2025 dataset | ωB97M-V/def2-TZVPD
Pd 0.54 0.99 0.77
C 1.16 2.93 2.72
N 1.23 2.84 1.24
C 2.61 3.01 0.68
C 3.11 1.78 -0.04
C 4.42 1.68 -0.45
C 4.80 0.61 -1.25
C 3.85 -0.31 -1.65
C 2.55 -0.17 -1.18
N 2.20 0.85 -0.39
C 0.28 3.85 0.66
C -0.14 3.42 -0.71
C -0.39 4.29 -1.75
C -0.77 3.76 -2.98
C -0.85 2.39 -3.13
C -0.58 1.58 -2.05
N -0.26 2.09 -0.85
C -0.16 2.35 3.16
C -0.75 2.67 4.37
C -1.91 2.02 4.75
C -2.46 1.06 3.90
C -1.84 0.79 2.70
N -0.72 1.43 2.33
H 1.27 3.96 3.05
H 1.98 2.34 3.13
H 3.30 3.31 1.47
H 2.58 3.82 -0.05
H 5.14 2.43 -0.15
H 5.83 0.51 -1.58
H 4.09 -1.14 -2.29
H 1.79 -0.89 -1.44
H 0.75 4.83 0.67
H -0.60 3.89 1.31
H -0.29 5.35 -1.61
H -0.98 4.42 -3.81
H -1.12 1.94 -4.08
H -0.60 0.50 -2.13
H -0.29 3.41 5.01
H -2.38 2.25 5.69
H -3.36 0.53 4.17
H -2.22 0.04 2.03
C 2.67 0.02 4.24
C 1.45 -0.36 3.41
C 1.22 -1.86 3.43
O 1.73 0.13 2.07
H 2.61 -0.46 5.21
H 2.76 1.09 4.42
H 3.58 -0.33 3.75
H 0.56 0.13 3.82
H 2.05 -2.38 2.94
H 0.29 -2.15 2.94
H 1.18 -2.20 4.46
C -2.66 -0.24 -0.40
C -1.49 -1.14 -0.17
N -0.26 -0.81 0.27
C 0.49 -1.98 0.31
C -0.28 -3.00 -0.11
N -1.51 -2.45 -0.41
C -2.67 -3.27 -0.89
N -2.29 -4.08 -1.98
N -1.59 -5.24 -1.73
N -1.25 -5.76 -2.84
C -1.69 -4.95 -3.87
C -1.58 -5.12 -5.25
C -2.14 -4.14 -6.05
C -2.81 -3.04 -5.49
C -2.94 -2.87 -4.12
C -2.36 -3.86 -3.33
H -2.44 0.78 -0.08
H -3.53 -0.59 0.15
H -2.93 -0.21 -1.45
H 1.50 -1.98 0.67
H -0.09 -4.05 -0.23
H -3.47 -2.60 -1.18
H -2.99 -3.90 -0.06
H -1.07 -5.98 -5.67
H -2.09 -4.23 -7.12
H -3.26 -2.31 -6.15
H -3.50 -2.03 -3.71
```

## Properties
HOMO energy, eV: -15.1
ΔE to the lowest compared entry with this formula, charge and spin, kJ/mol: 0.00
Kohn-Sham gap, eV: 4.85
Strongest force on any atom, hartree/bohr: 0.005
Lowest unoccupied orbital energy, eV: -10.3
Net charge: +3